(1)
C26H41N9OsS3 | wB97M-V/def2-TZVPD

Output
**Energy relative to the best compared isomer or geometry (same formula, charge and spin)**: 0.0 kcal/mol
**HOMO-LUMO gap**: 0.206 Eh
**M**: 766.1 g/mol
**E**: -2792.8468 a.u.
**Max |F|**: 2.1 eV Å⁻¹
**HOMO level**: -12.45 eV

ORCA input file:
```
! wB97M-V def2-TZVPD RIJCOSX def2/J DEFGRID3
* xyz 2 1
Os -0.35 1.18 -1.76
S -0.06 2.99 -0.38
S 1.24 -0.25 -1.26
S 1.43 -0.30 1.13
N -1.72 2.44 -2.84
N -3.38 -0.68 0.26
N 0.16 -2.60 0.69
N 1.08 1.97 -3.12
N -4.40 -1.60 0.30
N -2.74 -0.40 -0.82
N 0.11 -1.81 2.85
N -1.79 0.44 -0.43
N -2.95 -0.09 1.35
C -3.66 3.83 -2.09
C -2.38 3.33 -1.87
C -4.25 4.66 -1.14
C 4.82 1.67 -1.13
C 4.57 2.76 -1.94
C -0.59 -3.83 0.99
C -3.55 5.00 0.01
C -2.27 4.51 0.22
C 0.26 -4.92 1.65
C 3.34 2.90 -2.59
C 1.74 -1.13 4.60
C -1.94 0.62 0.88
C 2.36 1.96 -2.39
C 1.26 1.14 -4.35
C 2.02 -4.95 -0.23
C 2.60 0.87 -1.53
C 0.58 3.32 -3.49
C 0.99 -2.58 6.56
C -2.66 1.55 -3.55
C 1.07 -5.76 0.66
C 0.40 -0.86 3.94
C 3.84 0.71 -0.94
C -1.68 3.66 -0.71
C 1.83 -2.49 5.29
C -0.91 3.22 -3.85
C 0.51 -1.68 1.59
H 1.48 -4.38 -0.99
H 1.66 0.17 -4.07
H 2.87 -2.68 5.54
H 0.73 3.98 -2.64
H 0.31 1.00 -4.85
H -5.25 5.03 -1.31
H 2.70 -5.61 -0.77
H -5.05 -1.38 1.03
H -1.32 1.28 1.47
H 4.01 -0.15 -0.30
H 1.54 -3.28 4.59
H 1.26 -1.80 7.26
H -0.40 -5.58 2.20
H 1.91 -0.34 5.34
H 5.78 1.56 -0.64
H -1.73 4.77 1.12
H -1.31 4.23 -3.93
H 0.60 -2.52 -0.21
H 0.37 0.15 3.52
H 2.63 -4.26 0.36
H -1.44 -3.56 1.62
H 2.53 -1.04 3.85
H -4.78 -1.76 -0.62
H 0.95 -4.46 2.37
H -0.99 -4.19 0.04
H -4.20 3.60 -2.99
H -0.08 -2.50 6.36
H -2.09 0.78 -4.08
H -3.32 1.07 -2.83
H -3.26 2.09 -4.28
H 0.38 -6.33 0.03
H 1.96 1.63 -5.02
H -0.30 -2.69 3.12
H -0.42 -0.95 4.65
H 1.12 3.72 -4.35
H -4.01 5.64 0.75
H 1.14 -3.54 7.06
H 5.33 3.51 -2.09
H 3.18 3.74 -3.25
H 1.66 -6.48 1.23
H -1.04 2.74 -4.81
*
```

Which charges does Mulliken predict for the atoms? In e, they are:
1 Os 0.288
2 S -0.439
3 S -0.273
4 S -0.268
5 N 0.905
6 N 1.229
7 N 0.475
8 N 0.901
9 N -0.629
10 N -0.760
11 N 0.012
12 N 0.767
13 N -0.866
14 C -0.627
15 C -0.116
16 C -0.853
17 C -0.776
18 C -0.824
19 C -1.245
20 C -0.690
21 C -0.871
22 C -0.049
23 C -0.451
24 C -0.350
25 C -0.400
26 C -0.054
27 C -1.045
28 C -0.938
29 C 0.411
30 C -1.088
31 C -1.263
32 C -1.331
33 C -0.702
34 C -1.230
35 C -0.422
36 C 0.859
37 C -0.098
38 C -1.034
39 C 0.463
40 H 0.173
41 H 0.420
42 H 0.370
43 H 0.517
44 H 0.337
45 H 0.436
46 H 0.420
47 H 0.304
48 H 0.597
49 H 0.611
50 H -0.039
51 H 0.315
52 H 0.382
53 H 0.487
54 H 0.448
55 H 0.488
56 H 0.336
57 H -0.008
58 H 0.309
59 H 0.220
60 H 0.410
61 H 0.189
62 H 0.291
63 H 0.007
64 H 0.550
65 H 0.408
66 H 0.316
67 H 0.341
68 H 0.435
69 H 0.454
70 H 0.325
71 H 0.324
72 H 0.327
73 H 0.539
74 H 0.640
75 H 0.433
76 H 0.387
77 H 0.447
78 H 0.434
79 H 0.392
80 H 0.608



(2)
C26H42BrCuN3OP2 | wB97M-V/def2-TZVPD

Output
**Energy relative to the best compared isomer or geometry (same formula, charge and spin)**: 13.6 kcal/mol
**HOMO-LUMO gap (alpha / beta)**: 0.264 / 0.191 Eh
**M**: 618.0 g/mol
**E**: -6151.9302 a.u.
**Max |F|**: 3.7 eV Å⁻¹
**HOMO level (alpha / beta)**: -13.40 / -13.40 eV

ORCA input file:
```
! wB97M-V def2-TZVPD RIJCOSX def2/J DEFGRID3
* xyz 2 2
Br -3.51 1.48 0.37
Cu 0.31 -0.06 -2.49
P 2.21 -1.13 -1.56
P -2.00 -2.52 -3.34
O 1.25 -0.65 1.38
N 0.90 0.59 3.22
N -1.02 7.53 -8.15
N -0.80 -0.81 2.52
C 3.66 -0.09 -1.01
C -2.37 1.28 -1.11
C -0.41 2.41 -2.19
C -0.30 -3.02 -3.22
C -0.05 -4.40 -3.83
C 5.08 -0.65 -0.88
C 3.25 -3.82 -0.97
C -0.44 6.83 -5.93
C -0.46 4.31 -5.31
C 3.27 -0.30 -4.08
C 2.32 -2.69 -0.53
C -1.02 2.51 -3.44
C -1.14 6.26 -8.50
C -0.97 1.65 -1.14
C 0.49 -0.29 2.28
C -0.68 7.82 -6.91
C -2.35 -1.07 -4.32
C -0.55 3.38 -4.50
C -4.43 -3.47 -2.22
C 2.61 -1.43 -3.33
C -3.04 -2.86 -1.91
C -2.25 1.86 -3.52
C -2.74 -1.36 -5.77
C -0.56 5.46 -6.26
C -2.86 1.22 -2.43
C -0.92 5.21 -7.60
H 2.59 -2.34 0.47
H -1.88 -1.71 -6.34
H -3.87 0.95 -2.64
H 5.48 -1.07 -1.82
H 1.30 -3.06 -0.44
H -1.44 6.08 -9.52
H 0.28 -2.29 -3.79
H -3.13 -0.44 -6.24
H 3.10 -2.40 -3.44
H -1.48 -0.40 -4.26
H -2.82 1.95 -4.45
H 2.88 -4.31 -1.89
H -1.37 -0.80 1.66
H -0.01 -2.93 -2.16
H 4.33 -0.28 -3.89
H 5.17 -1.42 -0.10
H -3.07 -1.90 -1.39
H 2.85 0.68 -3.82
H 0.45 3.08 -2.09
H 1.87 0.88 3.21
H 3.10 -0.42 -5.16
H 3.28 -4.59 -0.17
H -0.69 -4.54 -4.72
H -4.36 -4.44 -2.73
H -1.09 4.18 -7.94
H -2.48 -3.59 -1.30
H -3.17 -0.56 -3.82
H 1.00 -4.51 -4.14
H 5.72 0.19 -0.60
H -0.30 -5.17 -3.09
H -3.53 -2.12 -5.81
H 1.62 -1.54 -3.79
H -0.22 7.16 -4.91
H -1.22 -0.30 3.29
H -0.61 8.88 -6.68
H 0.28 1.15 3.77
H 3.34 0.31 -0.04
H -4.98 -3.62 -1.29
H -5.00 -2.80 -2.88
H 3.68 0.75 -1.73
H -0.40 1.85 -0.26
H 4.29 -3.49 -1.14
*
```

Which charges does Mulliken predict for the atoms? In e, they are:
1 Br -0.013
2 Cu -0.141
3 P 0.998
4 P -0.208
5 O -0.490
6 N -0.443
7 N -0.540
8 N -0.476
9 C -0.545
10 C -0.642
11 C -0.984
12 C 1.630
13 C -1.476
14 C -1.306
15 C -1.310
16 C -0.476
17 C 0.807
18 C -1.651
19 C -0.584
20 C 1.270
21 C -0.324
22 C -0.600
23 C 0.556
24 C -0.274
25 C 0.884
26 C -1.518
27 C -1.221
28 C -0.224
29 C -0.149
30 C -0.334
31 C -1.499
32 C 0.498
33 C -0.557
34 C -0.474
35 H 0.460
36 H 0.388
37 H 0.820
38 H 0.281
39 H 0.587
40 H 0.384
41 H -0.628
42 H 0.407
43 H 0.607
44 H -0.057
45 H 0.595
46 H 0.252
47 H 0.205
48 H -0.386
49 H 0.368
50 H 0.331
51 H 0.237
52 H 0.309
53 H 0.650
54 H 0.220
55 H 0.398
56 H 0.414
57 H 0.449
58 H 0.367
59 H 0.378
60 H 0.386
61 H 0.014
62 H 0.391
63 H 0.408
64 H 0.385
65 H 0.390
66 H -0.048
67 H 0.404
68 H 0.250
69 H 0.390
70 H 0.187
71 H 0.447
72 H 0.392
73 H 0.352
74 H 0.522
75 H 0.628
76 H 0.287